Record 1
C13H8BrN3O7Sn as an isolated structure in a non-equilibrium geometry. Source: the Open Molecules 2025 dataset; level of theory: the ωB97M-V functional and the def2-TZVPD basis.

Computed properties:
Total energy = -3979.34301 a.u.
LUMO level = -0.86 eV
Total charge = 0
Kohn-Sham gap = 8.184 eV
E_HOMO = -0.3324 Eh
Molar mass = 516.8 g/mol

Last column: Mulliken charge in e.
Element x y z (Å)
1 Sn 0.88 -2.36 -2.18  0.857
2 C -0.29 -1.46 3.32  -1.463
3 C 0.78 -1.80 2.31  0.496
4 C 2.14 -1.80 2.68  -0.290
5 C 3.14 -2.01 1.74  -0.609
6 C 2.78 -2.12 0.41  0.344
7 Br 4.08 -2.03 -0.96  -0.122
8 N 1.51 -2.24 0.07  -0.191
9 C 0.52 -2.06 0.98  -0.392
10 H -0.32 -2.24 4.12  0.335
11 H -1.25 -1.41 2.86  0.371
12 H -0.07 -0.50 3.78  0.362
13 H 2.45 -1.62 3.68  0.456
14 H 4.18 -1.94 1.94  0.399
15 H -0.50 -2.16 0.57  0.566
16 O -3.18 -1.33 -1.57  -0.655
17 C -1.98 -1.18 -1.59  0.523
18 O -1.12 -2.20 -1.61  -0.635
19 C -1.45 0.22 -1.50  0.192
20 C -2.40 1.21 -1.35  -0.547
21 C -2.04 2.53 -1.27  -0.293
22 C -0.72 2.93 -1.30  -0.615
23 C 0.23 1.94 -1.47  0.073
24 C -0.09 0.57 -1.64  0.876
25 O 0.84 -0.26 -1.97  -0.739
26 N 1.64 2.28 -1.38  0.948
27 O 2.31 1.76 -0.49  -0.560
28 O 2.08 3.08 -2.16  -0.574
29 N -3.14 3.51 -1.19  1.033
30 O -4.27 3.08 -1.29  -0.606
31 O -2.85 4.68 -1.10  -0.642
32 H -3.45 0.91 -1.29  0.620
33 H -0.45 4.00 -1.15  0.483

Record 2
C21H34ErF3N7O4PS2 as an isolated structure in a non-equilibrium geometry. Source: the Open Molecules 2025 dataset; level of theory: the ωB97M-V functional and the def2-TZVPD basis.

Computed properties:
Total energy = -3956.99823 a.u.
Spin multiplicity = 4
LUMO level = -5.14 eV
Total charge = +2
Kohn-Sham gap = 8.036 eV
Expectation value of S² = 3.75
E_HOMO = -0.4841 Eh
Molar mass = 767.9 g/mol

Last column: Mulliken charge in e.
Element x y z (Å)
1 Er 0.06 2.00 -0.29  1.416
2 N 3.87 2.47 -1.48  -0.300
3 C 3.61 2.37 -0.13  0.340
4 N 2.38 2.38 0.42  -0.051
5 C 2.48 2.75 1.78  -0.236
6 C 3.75 2.72 2.28  -0.092
7 S 4.91 2.27 1.11  -0.131
8 C 1.19 2.94 2.44  -0.059
9 C 1.00 3.33 3.77  -0.595
10 S -0.60 3.82 4.16  -0.130
11 C -1.05 3.25 2.53  0.503
12 N -0.08 2.69 1.82  0.409
13 N -2.30 3.47 2.11  -0.353
14 H 3.10 2.64 -2.09  0.083
15 H 4.79 2.59 -1.83  0.222
16 H 4.10 2.95 3.31  0.375
17 H 1.76 3.56 4.52  0.418
18 H -3.07 3.80 2.73  0.237
19 H -2.58 3.18 1.16  0.077
20 C -3.09 2.92 -1.55  -0.732
21 O -2.16 2.20 -0.61  -0.472
22 H -3.84 2.21 -1.94  0.342
23 H -2.58 3.32 -2.39  0.274
24 H -3.65 3.70 -1.05  0.323
25 H -2.69 1.49 -0.27  0.402
26 F 1.15 4.26 -4.55  -0.218
27 C 0.90 4.74 -3.33  0.712
28 F 1.90 5.60 -3.04  -0.221
29 F -0.24 5.46 -3.34  -0.226
30 C 0.68 3.70 -2.23  0.570
31 O 0.18 4.10 -1.16  -0.664
32 O 0.88 2.44 -2.39  -0.642
33 O -0.02 -0.09 -0.24  0.026
34 P -0.29 -1.61 0.02  -2.157
35 N 0.26 -1.92 1.57  0.823
36 C -0.05 -0.96 2.68  -0.239
37 C 0.21 -1.75 3.95  -0.669
38 C 0.99 -3.04 3.56  -0.726
39 C 1.21 -2.92 2.01  -0.514
40 N 0.63 -2.51 -1.11  0.773
41 C 0.32 -3.74 -1.82  -0.290
42 C 1.39 -3.94 -2.86  -0.881
43 C 2.51 -2.94 -2.50  -0.728
44 C 1.68 -1.76 -1.89  -0.531
45 N -1.86 -1.91 -0.24  0.630
46 C -2.54 -3.06 0.30  -0.408
47 C -3.78 -3.35 -0.62  -0.699
48 C -3.95 -2.09 -1.49  -0.528
49 C -2.57 -1.38 -1.38  0.556
50 H -1.03 -0.51 2.57  0.463
51 H 0.72 -0.14 2.65  -0.149
52 H -0.74 -2.06 4.41  0.266
53 H 0.82 -1.14 4.58  0.418
54 H 0.44 -3.96 3.81  0.248
55 H 1.96 -3.12 4.12  0.333
56 H 1.19 -3.82 1.39  0.421
57 H 2.26 -2.49 1.93  0.260
58 H -0.69 -3.64 -2.29  0.133
59 H 0.23 -4.58 -1.12  0.338
60 H 1.00 -3.71 -3.87  0.318
61 H 1.75 -4.95 -2.96  0.404
62 H 3.18 -2.60 -3.28  0.402
63 H 3.16 -3.27 -1.65  0.303
64 H 1.23 -1.20 -2.73  0.268
65 H 2.31 -1.19 -1.19  0.230
66 H -3.02 -2.79 1.27  0.299
67 H -1.82 -3.87 0.45  0.355
68 H -4.67 -3.48 0.05  0.322
69 H -3.58 -4.28 -1.14  0.308
70 H -4.79 -1.45 -1.19  0.364
71 H -4.15 -2.30 -2.58  0.316
72 H -2.65 -0.23 -1.27  -0.969
73 H -2.05 -1.56 -2.33  0.332

Record 3
A 2-piece molecular cluster, C32H28N3O4S2 overall in a non-equilibrium geometry. Source: the Open Molecules 2025 dataset; level of theory: the ωB97M-V functional and the def2-TZVPD basis.

Computed properties:
Total energy = -2497.73550 a.u.
LUMO level = 2.41 eV
Total charge = -1
Kohn-Sham gap = 6.751 eV
E_HOMO = -0.1594 Eh
Molar mass = 582.7 g/mol

Last column: Mulliken charge in e.
Element x y z (Å)
1 C -3.08 -1.40 2.60  -1.533
2 C -2.33 -0.39 3.46  2.077
3 C -3.11 0.77 3.77  -0.360
4 N -3.78 1.69 4.02  -0.764
5 C -0.96 -0.14 2.89  0.405
6 C -0.07 -1.21 2.64  -0.710
7 C 1.24 -0.94 2.23  -0.957
8 C 1.72 0.37 2.16  0.495
9 C 3.10 0.64 1.87  0.050
10 N 4.22 0.87 1.59  -0.621
11 C 0.83 1.43 2.34  -0.609
12 C -0.49 1.19 2.69  -0.211
13 H -2.41 -2.22 2.31  0.308
14 H -3.87 -1.76 3.26  0.377
15 H -3.52 -0.98 1.67  0.288
16 H -0.39 -2.24 2.81  0.290
17 H 1.93 -1.76 2.00  0.405
18 H 1.18 2.46 2.25  0.439
19 H -1.16 2.04 2.91  0.310
20 C 0.74 4.15 8.04  -1.194
21 N -0.31 3.27 8.56  0.128
22 C -0.92 3.69 9.82  -1.191
23 C -0.75 2.17 7.89  1.420
24 C -1.61 1.22 8.49  -1.182
25 C -2.10 0.13 7.76  -0.387
26 C -1.87 -0.02 6.35  -0.430
27 C -2.53 -1.06 5.51  -0.070
28 C -3.75 -1.49 5.99  -0.025
29 S -4.30 -3.14 5.77  1.306
30 C -3.24 -4.23 6.71  -0.045
31 C -2.12 -4.81 6.10  -0.068
32 C -1.34 -5.73 6.81  -0.736
33 C -1.68 -6.06 8.13  -0.321
34 C -2.79 -5.45 8.75  -0.675
35 C -3.56 -4.52 8.04  -0.197
36 O -5.61 -3.34 6.33  -0.651
37 O -4.07 -3.52 4.39  -0.759
38 S -4.85 -0.59 7.09  1.585
39 C -6.59 -0.81 6.64  -0.173
40 C -7.48 -1.35 7.57  -0.154
41 C -8.82 -1.53 7.22  -0.632
42 C -9.26 -1.17 5.94  -0.370
43 C -8.37 -0.58 5.03  -0.693
44 C -7.03 -0.37 5.40  -0.292
45 O -4.78 -1.18 8.41  -0.732
46 O -4.65 0.85 6.97  -0.662
47 C -0.92 0.88 5.84  -0.304
48 C -0.35 1.93 6.55  -1.160
49 H 1.46 3.58 7.45  0.375
50 H 0.31 4.95 7.41  0.299
51 H 1.25 4.62 8.89  0.417
52 H -1.93 3.28 9.88  0.383
53 H -0.34 3.32 10.68  0.297
54 H -0.95 4.78 9.86  0.414
55 H -1.91 1.35 9.53  0.340
56 H -2.59 -0.62 8.35  0.439
57 H -1.83 -1.83 5.06  0.241
58 H -1.87 -4.56 5.07  0.415
59 H -0.48 -6.20 6.32  0.358
60 H -1.08 -6.79 8.68  0.346
61 H -3.07 -5.71 9.77  0.361
62 H -4.40 -4.03 8.51  0.395
63 H -7.12 -1.63 8.55  0.370
64 H -9.50 -1.98 7.94  0.340
65 H -10.31 -1.33 5.66  0.337
66 H -8.71 -0.29 4.03  0.372
67 H -6.34 0.13 4.72  0.408
68 H -0.60 0.73 4.83  0.702
69 H 0.34 2.60 6.05  0.374

Record 4
C4H4N2O5S in the gas phase in a non-equilibrium geometry. Source: the Open Molecules 2025 dataset; level of theory: the ωB97M-V functional and the def2-TZVPD basis.

Computed properties:
Total energy = -1038.55711 a.u.
LUMO level = -1.00 eV
Total charge = 0
Kohn-Sham gap = 9.103 eV
E_HOMO = -0.3713 Eh
SMILES string = CC1=CC(=O)N(N=O)S(=O)(=O)O1
Molar mass = 192.2 g/mol

Last column: Mulliken charge in e.
Element x y z (Å)
1 C 0.54 0.94 0.38  -0.271
2 C 0.99 -0.25 -0.12  0.722
3 C -0.79 1.30 0.62  0.208
4 C 2.51 -0.59 -0.36  -1.195
5 N -2.75 0.64 -0.96  0.077
6 N -1.65 0.48 -0.14  0.299
7 O -1.23 2.20 1.32  -0.536
8 O -3.06 1.74 -1.24  -0.397
9 O -1.09 -1.34 1.61  -0.522
10 O -2.02 -2.24 -0.48  -0.550
11 O 0.23 -1.36 -0.49  -0.328
12 S -1.20 -1.33 0.20  1.147
13 H 1.32 1.61 0.83  0.304
14 H 2.36 -1.65 -0.48  0.388
15 H 3.03 -0.18 0.49  0.347
16 H 2.81 0.03 -1.18  0.306

Record 5
C28H66NbO as an isolated structure in a non-equilibrium geometry. Source: the Open Molecules 2025 dataset; level of theory: the ωB97M-V functional and the def2-TZVPD basis.

Computed properties:
Total energy = -1238.47915 a.u.
LUMO level = 2.45 eV
Total charge = -1
Kohn-Sham gap = 7.488 eV
E_HOMO = -0.1851 Eh
Molar mass = 511.7 g/mol

Last column: Mulliken charge in e.
Element x y z (Å)
1 C -0.99 -6.64 0.43  -0.157
2 C -0.88 -5.44 0.66  -0.327
3 Nb -1.42 -3.30 0.96  -0.807
4 O -2.86 -3.63 2.26  -0.672
5 C -4.05 -4.38 2.11  -0.124
6 C -5.17 -3.52 1.56  -1.017
7 H -1.08 -7.67 0.26  0.413
8 H -2.52 -3.19 -0.53  -0.077
9 H -1.42 -1.50 1.16  0.202
10 H -0.12 -3.21 2.28  0.318
11 H -0.03 -2.96 -0.16  0.007
12 H -3.87 -5.25 1.46  0.161
13 H -4.34 -4.78 3.09  0.305
14 H -5.20 -2.56 2.09  0.253
15 H -5.03 -3.32 0.50  0.274
16 H -6.14 -4.02 1.71  0.346
17 C 1.10 3.66 4.92  -1.285
18 C 1.58 3.29 3.51  -0.460
19 C 0.50 2.63 2.66  0.181
20 C -0.04 1.30 3.20  -0.893
21 C 1.02 0.23 3.43  -0.377
22 C 1.73 -0.18 2.14  -0.878
23 H 0.79 2.78 5.48  0.281
24 H 1.89 4.15 5.49  0.400
25 H 0.24 4.34 4.87  0.297
26 H 2.44 2.63 3.59  0.303
27 H 1.92 4.19 3.00  0.381
28 H 0.90 2.47 1.65  -0.486
29 H -0.34 3.33 2.54  0.555
30 H -0.78 0.91 2.50  0.277
31 H -0.58 1.48 4.14  0.381
32 H 0.53 -0.65 3.85  0.337
33 H 1.75 0.57 4.17  0.299
34 H 1.01 -0.56 1.42  0.138
35 H 2.45 -0.98 2.33  0.198
36 H 2.28 0.65 1.69  0.286
37 C 5.83 -5.25 3.84  -1.181
38 C 4.97 -6.45 3.47  -0.370
39 C 4.05 -6.20 2.28  -0.781
40 C 3.03 -5.08 2.47  -0.381
41 C 2.11 -5.25 3.67  -0.270
42 C 1.24 -6.50 3.60  -0.851
43 H 5.21 -4.39 4.12  0.273
44 H 6.49 -5.47 4.68  0.377
45 H 6.45 -4.94 3.00  0.288
46 H 4.37 -6.75 4.34  0.226
47 H 5.62 -7.30 3.25  0.366
48 H 3.53 -7.13 2.04  0.338
49 H 4.67 -5.97 1.40  0.382
50 H 2.41 -5.01 1.57  0.260
51 H 3.55 -4.12 2.55  0.193
52 H 1.46 -4.37 3.71  0.170
53 H 2.68 -5.26 4.61  0.318
54 H 0.63 -6.50 2.70  -0.075
55 H 0.57 -6.56 4.46  0.386
56 H 1.85 -7.41 3.61  0.297
57 C -0.46 2.46 -1.54  -0.705
58 C 0.99 2.91 -1.63  -0.546
59 C 1.26 4.25 -0.95  -0.037
60 C 0.50 5.44 -1.54  -1.010
61 C 0.75 5.68 -3.03  0.489
62 C 2.21 5.97 -3.37  -1.385
63 H -1.13 3.17 -2.03  -0.085
64 H -0.60 1.49 -2.00  0.428
65 H -0.77 2.37 -0.49  0.212
66 H 1.30 2.95 -2.68  0.379
67 H 1.62 2.14 -1.16  0.363
68 H 2.33 4.45 -0.96  0.347
69 H 0.98 4.16 0.11  -0.177
70 H 0.78 6.34 -0.99  0.418
71 H -0.57 5.30 -1.38  0.361
72 H 0.13 6.51 -3.36  0.421
73 H 0.42 4.81 -3.60  -0.483
74 H 2.56 6.85 -2.83  0.314
75 H 2.34 6.16 -4.44  0.431
76 H 2.86 5.14 -3.10  0.298
77 C -5.51 2.64 -6.12  -1.251
78 C -4.57 2.42 -4.94  -0.447
79 C -3.59 3.57 -4.72  -0.182
80 C -2.64 3.84 -5.89  -0.650
81 C -1.80 2.63 -6.32  -0.552
82 C -0.90 2.11 -5.20  -0.752
83 H -4.97 2.73 -7.06  0.280
84 H -6.22 1.82 -6.23  0.390
85 H -6.09 3.56 -5.99  0.293
86 H -4.03 1.49 -5.08  0.248
87 H -5.16 2.29 -4.03  0.401
88 H -3.01 3.37 -3.82  -0.101
89 H -4.15 4.49 -4.52  0.397
90 H -1.97 4.65 -5.61  0.311
91 H -3.21 4.20 -6.75  0.355
92 H -1.18 2.93 -7.17  0.359
93 H -2.45 1.83 -6.67  0.289
94 H -0.24 2.90 -4.84  -0.010
95 H -0.29 1.28 -5.53  0.426
96 H -1.49 1.76 -4.35  0.164

Record 6
C19H28ClCoO6 as an isolated structure in a non-equilibrium geometry. Source: the Open Molecules 2025 dataset; level of theory: the ωB97M-V functional and the def2-TZVPD basis.

Computed properties:
Total energy = -3034.68725 a.u.
Spin multiplicity = 4
LUMO level (alpha / beta) = 1.90 / 1.90 eV
Total charge = -1
Kohn-Sham gap (alpha / beta) = 3.974 / 3.827 eV
Expectation value of S² = 3.96
E_HOMO (alpha / beta) = -0.0762 / -0.0708 Eh
Molar mass = 446.8 g/mol

Last column: Mulliken charge in e.
Element x y z (Å)
1 O -0.10 0.03 0.35  0.277
2 C 0.90 -0.50 -0.61  -0.810
3 C 0.41 0.40 -1.73  -0.494
4 H 0.71 -1.56 -0.77  0.330
5 H 1.92 -0.28 -0.26  0.253
6 C -0.72 0.80 -0.76  1.454
7 H 0.11 -0.13 -2.64  0.038
8 H 1.10 1.22 -1.96  0.385
9 C -2.04 0.19 -1.14  -1.644
10 H -1.97 -0.91 -1.18  0.366
11 H -2.35 0.54 -2.13  0.455
12 H -2.82 0.48 -0.44  0.272
13 C -0.82 2.27 -0.45  -1.752
14 H 0.16 2.73 -0.32  0.337
15 H -1.42 2.43 0.46  0.163
16 H -1.33 2.78 -1.27  0.489
17 Co 0.03 0.06 2.41  0.636
18 C 0.99 1.67 4.10  -0.375
19 C 1.97 0.62 3.98  -0.299
20 C 2.42 0.56 2.63  -0.902
21 H 2.25 -0.15 4.68  0.513
22 C 1.73 1.60 1.90  -0.556
23 C 0.84 2.28 2.82  -0.883
24 H 0.17 3.11 2.61  0.392
25 H 0.42 2.00 4.95  0.680
26 H 3.12 -0.16 2.22  0.357
27 H 1.97 1.95 0.89  0.626
28 C -1.46 -0.49 4.45  -0.083
29 C -2.06 0.71 3.74  -0.419
30 C -2.37 0.41 2.41  -0.710
31 H -2.03 1.73 4.16  0.426
32 C -2.12 -1.04 2.21  -0.457
33 C -1.67 -1.56 3.42  -0.448
34 H -1.32 -2.58 3.64  0.422
35 H -1.89 -0.80 5.45  0.807
36 H -2.80 1.08 1.65  0.495
37 H -2.34 -1.61 1.30  0.413
38 O 0.70 -1.66 -4.83  -0.352
39 C 0.24 -0.57 -5.66  -0.383
40 C 0.41 -0.95 -7.13  -0.600
41 H 0.85 0.33 -5.45  0.268
42 H -0.80 -0.32 -5.38  0.295
43 C 1.62 -1.91 -7.06  -0.510
44 H 0.56 -0.10 -7.79  0.336
45 H -0.47 -1.52 -7.46  0.278
46 C 1.39 -2.59 -5.70  -0.482
47 H 2.53 -1.32 -7.02  0.267
48 H 1.68 -2.61 -7.90  0.330
49 H 2.33 -2.92 -5.22  0.277
50 H 0.77 -3.49 -5.86  0.260
51 O -1.07 0.89 6.87  -0.616
52 Cl 0.17 0.04 6.92  0.903
53 O 1.54 0.74 6.75  -0.604
54 O 0.04 -1.45 6.89  -0.599
55 O -0.06 -0.45 4.29  -0.822